Formula: C17H17ClN4O
Source: OMol25
Level of theory: ωB97M-V with the def2-TZVPD basis set

Each line ends with the natural charge from an NBO analysis.
Positions of all 40 atoms, in Å:
O1 -2.39303 0.39088 0.01852  -0.593
Cl1 -0.82510 -2.44308 2.77242  0.025
N1 0.57671 -0.95465 -1.25667  -0.299
C1 -1.21915 -0.04091 -0.02248  0.634
C2 -0.72978 -0.90094 -1.19639  0.325
C3 4.13946 2.13779 -2.49983  -0.245
C4 -2.38880 0.65211 4.94739  -0.209
C5 4.17545 0.75900 -2.61146  -0.194
C6 3.24222 2.71574 -1.63350  -0.179
C7 -2.06531 1.69713 4.09393  -0.178
C8 -1.92498 -0.52242 4.48377  -0.201
C9 3.22334 0.00657 -1.97431  -0.227
C10 2.32472 2.00543 -0.93292  -0.268
C11 -1.52583 1.57303 2.82058  -0.198
C12 -1.18405 -0.80258 3.27601  -0.048
C13 2.33657 0.64599 -1.10278  0.167
C14 -1.06737 0.32773 2.40461  0.146
N2 -1.50026 -1.74810 -2.08181  -0.429
N3 1.35843 -0.13782 -0.45417  -0.307
N4 -0.47652 0.19989 1.14475  -0.482
C15 -0.92197 -2.75626 -2.88882  -0.397
C16 -3.00519 -1.63461 -2.06311  -0.409
C17 0.95864 0.03525 0.95821  -0.027
H1 4.73756 2.80792 -3.13968  0.216
H2 -3.00799 0.78378 5.77655  0.228
H3 4.83649 0.25520 -3.31364  0.213
H4 3.13188 3.83766 -1.68407  0.208
H5 -2.26689 2.65728 4.44586  0.205
H6 -2.12932 -1.45199 5.04640  0.216
H7 3.22044 -1.08958 -2.15656  0.235
H8 1.61106 2.54856 -0.31744  0.221
H9 -1.26214 2.37112 2.17284  0.231
H10 -0.05823 -2.37612 -3.47270  0.220
H11 -0.67302 -3.71053 -2.39100  0.195
H12 -1.72902 -2.94187 -3.72825  0.203
H13 -3.52075 -1.44821 -1.14576  0.229
H14 -3.39237 -2.59500 -2.42551  0.194
H15 -3.47199 -0.85360 -2.65166  0.197
H16 1.54018 0.85808 1.30241  0.202
H17 1.32591 -0.85786 1.48028  0.178

F_max	0.10050	Eh/bohr
E_HOMO	-0.271	Eh
SMILES	CN(C)C1=NN(c2ccccc2)CN(c2ccccc2Cl)C1=O
LUMO	0.69	eV
net charge	0


Formula: C17H17F9N2ORe
Source: OMol25
Level of theory: ωB97M-V with the def2-TZVPD basis set

Each line ends with the Mulliken spin population.
Positions of all 47 atoms, in Å:
C1 -1.07580 -2.63786 -0.13173  -0.031
C2 -1.38356 -0.95865 2.34962  -0.044
H1 -1.58936 -2.35302 -1.06164  0.013
H2 -1.80950 -3.09024 0.55136  0.024
H3 -0.30559 -3.39320 -0.35708  0.012
H4 -1.31368 0.02369 2.83462  0.016
H5 -2.43672 -1.10721 2.07293  0.034
H6 -1.08207 -1.73116 3.07418  0.010
C3 1.15490 -1.59822 -2.09183  0.148
C4 2.11621 -1.48975 -3.09091  0.150
C5 3.15079 -0.56901 -2.95549  -0.012
C6 3.18608 0.22861 -1.82191  0.110
H7 0.33061 -2.31038 -2.14152  0.019
H8 2.03038 -2.15388 -3.94761  0.000
H9 3.91735 -0.47452 -3.72476  0.004
H10 3.97262 0.96099 -1.65695  0.005
N1 1.20909 -0.83246 -0.98922  -0.002
C7 2.18818 0.10303 -0.83716  0.113
C8 2.16933 0.88800 0.40079  0.151
N2 1.15137 0.63930 1.27122  -0.010
C9 1.09351 1.27987 2.45379  0.138
C10 3.12705 2.47466 1.96477  -0.015
C11 2.05392 2.21678 2.81691  0.144
H11 0.27407 1.00876 3.11428  0.019
H12 1.94164 2.69932 3.78208  0.000
C12 3.18242 1.79830 0.75119  0.112
H13 4.00685 1.93572 0.05728  0.004
H14 3.90316 3.18216 2.24357  0.004
Re1 -0.21359 -1.01418 0.70384  1.876
C13 1.02684 -2.27371 1.70205  -0.028
H15 1.28819 -1.86825 2.69029  0.003
H16 1.95657 -2.42835 1.13592  0.009
H17 0.55395 -3.25735 1.85287  0.010
F1 -3.33773 -0.93905 -1.95984  0.000
C14 -3.63679 -0.06413 -0.96245  0.005
F2 -4.80717 0.55332 -1.26501  0.001
F3 -3.82093 -0.79868 0.16587  0.001
C15 -2.46768 0.92639 -0.75592  0.047
O1 -1.29885 0.34957 -0.30394  -0.026
C16 -2.14721 1.58122 -2.13409  -0.003
F4 -3.25928 2.00747 -2.78828  0.000
F5 -1.31040 2.63371 -1.96365  0.000
F6 -1.50320 0.69439 -2.93418  0.000
C17 -2.94607 2.03705 0.22875  -0.010
F7 -3.87796 2.86235 -0.31595  -0.001
F8 -3.47812 1.47875 1.34916  -0.001
F9 -1.88380 2.77984 0.62380  0.000

2S+1	4
F_max	0.06289	Eh/bohr
E_HOMO (alpha / beta)	-0.587 / -0.622	Eh
LUMO (alpha / beta)	-8.80 / -12.31	eV
net charge	+2


Formula: C17H17N3O
Source: OMol25
Level of theory: ωB97M-V with the def2-TZVPD basis set

Each line ends with the natural charge from an NBO analysis.
Positions of all 38 atoms, in Å:
N1 -0.03467 1.52733 3.39610  -0.319
C1 0.20411 1.00942 2.40323  0.307
C2 0.56641 0.37857 1.15628  -0.265
C3 2.09802 0.17351 1.20668  0.682
O1 2.64879 -0.87043 0.92983  -0.616
N2 2.78448 1.27315 1.57497  -0.461
H1 2.34194 2.14366 1.82948  0.403
N3 4.19405 1.30125 1.58318  -0.641
H2 4.53641 1.13198 2.53117  0.354
H3 4.50062 0.51380 1.00969  0.377
C4 0.17986 1.33620 -0.00295  -0.399
C5 0.34663 0.71775 -1.36400  -0.059
C6 1.60829 0.43875 -1.87508  -0.148
C7 1.74793 -0.14687 -3.12050  -0.224
C8 0.62876 -0.44893 -3.87737  -0.209
C9 -0.63018 -0.14680 -3.38871  -0.213
C10 -0.76941 0.43437 -2.14089  -0.193
H4 -1.75537 0.67271 -1.76897  0.219
H5 -1.50865 -0.36441 -3.97803  0.214
H6 0.73877 -0.90951 -4.84793  0.214
H7 2.73450 -0.36565 -3.50120  0.215
H8 2.49055 0.68204 -1.30232  0.202
H9 0.79312 2.23981 0.06716  0.224
H10 -0.86468 1.62668 0.13298  0.238
C11 -0.08954 -1.01393 1.03707  -0.405
C12 -1.54005 -1.01363 0.64720  -0.043
C13 -1.96481 -1.80625 -0.41229  -0.142
C14 -3.29742 -1.83690 -0.78222  -0.230
C15 -4.22544 -1.06965 -0.09927  -0.217
C16 -3.81393 -0.28363 0.96330  -0.205
C17 -2.48179 -0.26063 1.33820  -0.224
H11 -2.17601 0.34800 2.17689  0.221
H12 -4.53241 0.31270 1.50639  0.215
H13 -5.26519 -1.08662 -0.39079  0.214
H14 -3.61048 -2.45783 -1.60870  0.214
H15 -1.24349 -2.40086 -0.95420  0.208
H16 0.02760 -1.52476 1.99921  0.237
H17 0.48779 -1.57636 0.29989  0.254

F_max	0.01550	Eh/bohr
E_HOMO	-0.334	Eh
SMILES	N#CC(Cc1ccccc1)(Cc1ccccc1)C(=O)NN
LUMO	0.74	eV
net charge	0


Formula: C17H17N3O3
Source: OMol25
Level of theory: ωB97M-V with the def2-TZVPD basis set

Each line ends with the natural charge from an NBO analysis.
Positions of all 40 atoms, in Å:
O1 -0.49079 -1.18202 1.44681  -0.635
C1 -0.83545 -1.83014 0.43047  0.728
N1 -1.99829 -1.44443 -0.22573  -0.617
C2 -2.98241 -0.51345 -0.00402  0.357
N2 -4.06313 -0.68388 -0.94403  -0.456
C3 -5.05111 0.35901 -0.62820  0.041
C4 -4.99869 1.34699 0.41085  -0.313
C5 -3.83210 1.51574 0.97013  -0.143
C6 -2.90473 0.52953 0.89606  -0.329
H1 -1.94907 0.43741 1.62349  0.273
H2 -3.76051 2.47655 1.84807  0.224
H3 -5.77832 2.32878 0.19757  0.232
H4 -5.80593 0.19228 -1.48064  0.220
H5 -2.41583 -2.01632 -0.95060  0.413
C7 -0.29279 -3.05936 -0.26278  -0.448
C8 1.15459 -2.98144 0.21935  -0.171
N3 1.81052 -1.81837 -0.22444  -0.482
C9 2.79696 -1.17813 0.52382  0.716
O2 3.48601 -1.58394 1.28572  -0.552
C10 3.12286 0.28453 -0.01054  -0.321
H6 4.15099 0.26902 -0.52941  0.240
C11 2.00977 0.53752 -1.08928  -0.194
C12 1.29724 -0.71093 -1.21131  0.725
O3 0.33084 -1.02732 -1.84489  -0.570
H7 2.54259 0.79538 -2.47845  0.209
C13 1.39204 1.69055 -0.75899  -0.447
C14 2.28856 2.63827 -0.82377  -0.137
C15 3.21399 2.81236 0.10715  -0.147
H8 3.96592 3.20865 0.46538  0.188
C16 2.85484 1.34131 0.94358  -0.224
H9 3.26866 1.34926 1.80595  0.205
C17 1.26109 1.39732 0.63746  -0.396
H10 0.89559 2.30220 1.32998  0.228
H11 0.77466 0.37635 1.04725  0.268
H12 2.21040 3.52316 -1.56969  0.220
H13 0.39696 1.99262 -1.21840  0.254
H14 1.48921 -3.06947 0.98248  0.187
H15 1.73417 -3.71355 -0.20949  0.199
H16 -0.67383 -3.88736 0.39618  0.241
H17 -0.61548 -3.00468 -1.10310  0.213

F_max	0.37131	Eh/bohr
E_HOMO	-0.323	Eh
LUMO	0.44	eV
net charge	0


Formula: C17H17N3O5S
Source: OMol25
Level of theory: ωB97M-V with the def2-TZVPD basis set

Each line ends with the natural charge from an NBO analysis.
Positions of all 43 atoms, in Å:
C1 0.91420 1.53124 -2.75860  -0.636
C2 -0.22873 0.79530 -3.38749  -0.027
H1 -1.28101 1.26936 -3.38353  0.151
H2 0.07589 0.55185 -4.51738  0.184
O1 -0.32388 -0.35338 -3.00977  -0.465
C3 -0.88394 -0.72646 -1.80488  0.352
C4 -1.42654 0.23068 -1.08558  -0.337
C5 -2.31384 0.09553 0.10619  -0.070
C6 -2.23350 -1.20478 0.67753  -0.161
C7 -1.54348 -2.19602 0.07177  -0.199
C8 -1.11225 -2.18108 -1.17656  0.079
N1 -0.47975 -3.17584 -1.96281  0.476
O2 -0.25385 -2.93218 -3.13635  -0.274
O3 0.05111 -4.06490 -1.08054  -0.448
H3 -1.60533 -3.16851 0.39472  0.253
C9 -2.64400 -1.56316 2.08950  0.705
O4 -3.36658 -2.29994 2.34012  -0.472
N2 -2.34121 -0.59554 3.07835  -0.703
C10 -1.64793 0.49352 3.15050  0.273
N3 -0.32557 0.07510 2.43849  -0.619
C11 0.56212 1.03970 1.76775  0.072
C12 0.80106 2.15423 2.08176  -0.281
C13 1.71551 2.97337 1.51892  -0.191
C14 2.73320 2.28270 0.65737  -0.194
C15 2.23782 1.11768 0.30501  -0.278
C16 1.47972 0.39110 1.04994  0.283
O5 1.42254 -0.85595 0.75156  -0.502
C17 2.04963 -1.77841 0.04602  -0.222
H4 3.32441 -1.73644 0.35573  0.139
H5 2.25372 -1.35887 -0.99638  0.174
H6 1.73325 -2.78059 0.03845  0.224
H7 3.16139 0.68069 -0.38157  0.207
H8 3.41585 2.98012 0.18737  0.217
H9 1.93479 4.22284 1.60190  0.220
H10 0.12016 2.88250 2.71439  0.262
H11 -0.39148 -0.90443 2.19650  0.402
S1 -1.99368 1.96214 3.82804  -0.114
H12 -2.88851 -0.74717 4.01947  0.430
H13 -2.73876 0.80865 0.69101  0.224
H14 -1.71238 1.09084 -1.48475  0.222
H15 1.10427 2.50406 -3.23243  0.224
H16 0.75847 1.48583 -1.78653  0.206
H17 1.88708 1.00463 -2.97323  0.211

F_max	0.38708	Eh/bohr
E_HOMO	-0.298	Eh
SMILES	CCOc1ccc(C(=O)NC(=S)Nc2ccccc2OC)cc1[N+](=O)[O-]
LUMO	-1.65	eV
net charge	0


Formula: C17H17N5O2
Source: OMol25
Level of theory: ωB97M-V with the def2-TZVPD basis set

Each line ends with the natural charge from an NBO analysis.
Positions of all 41 atoms, in Å:
N1 -1.21684 2.39875 4.32418  -0.292
O1 -0.00366 3.72067 0.59038  -0.615
C1 -0.25773 2.46779 3.66589  0.265
N2 -0.78627 1.38294 -2.90594  -0.229
N3 0.85223 -0.06835 0.07037  -0.490
O2 1.07426 -0.95397 3.33549  -0.534
C2 0.20666 2.52427 0.48075  0.646
C3 -0.68904 2.40923 -2.06536  0.231
C4 1.14424 0.45267 1.24449  0.461
C5 -0.11573 1.91546 -0.77956  -0.246
C6 0.19729 0.61587 -0.92978  0.357
C7 -0.18292 -3.61617 -3.98583  -0.219
C8 -0.46336 -2.50021 -4.76114  -0.207
C9 0.05652 -3.48209 -2.62316  -0.207
C10 -0.49765 -1.23367 -4.14674  -0.232
C11 -0.05249 -2.22837 -2.02789  -0.247
C12 -0.27117 -1.03858 -2.77490  0.209
N4 -0.30071 0.25742 -2.20606  -0.227
N5 0.80843 1.80232 1.48708  -0.416
C13 -1.05757 3.83093 -2.42836  -0.647
C14 1.84083 -0.40664 2.24193  -0.117
C15 0.98987 2.44139 2.82653  -0.310
C16 -0.79558 -2.07689 4.37522  -0.624
C17 -0.17461 -1.59357 3.05947  -0.059
H1 -0.15316 -4.57881 -4.49696  0.212
H2 -0.61777 -2.71043 -5.83064  0.221
H3 0.26553 -4.33599 -2.00459  0.217
H4 -0.63951 -0.37982 -4.77659  0.230
H5 0.09765 -2.16760 -0.97131  0.229
H6 -1.86384 4.15546 -1.77593  0.239
H7 -0.20859 4.47398 -2.24253  0.239
H8 -1.43940 3.94148 -3.46979  0.233
H9 2.67231 0.19480 2.60948  0.199
H10 2.25196 -1.21802 1.66973  0.214
H11 1.74228 1.97555 3.41606  0.253
H12 1.32951 3.47486 2.75373  0.277
H13 -0.94490 -1.23460 5.08274  0.224
H14 -0.13248 -2.80292 4.82650  0.213
H15 -1.76456 -2.56745 4.22939  0.220
H16 -0.81796 -0.85356 2.57301  0.164
H17 -0.08205 -2.38814 2.34065  0.169

F_max	0.06901	Eh/bohr
E_HOMO	-0.313	Eh
SMILES	CCOCc1nc2c(c(C)nn2-c2ccccc2)c(=O)n1CC#N
LUMO	-0.17	eV
net charge	0


Calculated energy relative to the best compared isomer or geometry (same formula, charge and spin) in order - 393.6, 174.8, 174.6, 1434.7, 1788.3, 131.1 kJ/mol
Calculated total energy in order - -1412.3344, -1819.0992, -897.5065, -1047.5118, -1596.0490, -1082.2242 Eh